Record 1
{"formula": "C53H74ClN8O7PS", "method": "ωB97M-V with the def2-TZVPD basis set", "species": ["C", "C", "O", "C", "O", "C", "C", "C", "C", "C", "C", "C", "C", "C", "C", "C", "O", "C", "C", "C", "N", "C", "C", "P", "O", "Cl", "O", "S", "O", "O", "C", "N", "C", "C", "C", "H", "H", "H", "H", "H", "H", "H", "H", "H", "H", "H", "H", "H", "H", "H", "H", "H", "H", "H", "H", "H", "H", "H", "H", "H", "H", "H", "H", "H", "H", "H", "H", "H", "H", "H", "H", "H", "H", "H", "H", "H", "H", "H", "H", "C", "C", "C", "N", "C", "C", "H", "H", "H", "H", "H", "C", "C", "C", "N", "C", "C", "H", "H", "H", "H", "H", "C", "C", "C", "N", "C", "C", "H", "H", "H", "H", "H", "C", "C", "C", "N", "C", "C", "H", "H", "H", "H", "H", "C", "C", "C", "N", "C", "C", "H", "H", "H", "H", "H", "C", "C", "C", "N", "C", "C", "H", "H", "H", "H", "H"], "coordinates": [[4.98779, -5.14392, -0.84998], [3.88733, -4.16805, -0.42251], [2.63256, -4.50425, -1.03824], [2.08530, -3.50625, -1.79720], [1.78280, -3.74877, -2.89142], [1.88109, -2.12381, -1.19943], [1.02559, -1.22997, -2.12374], [-0.41677, -1.70550, -2.37051], [-1.58563, -0.95838, -1.64162], [-2.83870, -1.67337, -2.21882], [-4.15766, -0.90595, -2.41811], [-5.18893, -1.86615, -3.09673], [-5.78087, -2.96746, -2.19666], [-7.13756, -2.55550, -1.57853], [-8.05335, -3.77842, -1.35057], [-7.36013, -4.77264, -0.38463], [-6.71844, -5.81961, -1.09712], [-5.57065, -6.25678, -0.42110], [-1.50763, 0.54965, -2.03022], [-1.73994, 0.82459, -3.55551], [-0.63524, 1.51790, -4.20756], [-0.47511, 2.89485, -3.77092], [-2.39043, 1.33770, -1.03182], [-3.13090, 2.96169, -1.64285], [-2.78536, 4.08164, -0.48101], [-5.21387, 2.63567, -1.48798], [-1.63138, 1.68927, 0.18132], [-0.84913, 0.40974, 0.75543], [0.50283, 0.59710, 0.30089], [-0.78795, 0.36312, 2.18514], [-1.39544, -1.15271, -0.05847], [-2.32018, -1.98092, 0.61189], [-3.23282, -1.72689, 1.45896], [-3.10034, -1.28187, 2.91588], [-4.67589, -2.11985, 1.12173], [5.80301, -4.98801, -0.13389], [4.66505, -6.17739, -0.72568], [5.36531, -4.92846, -1.84950], [4.24660, -3.16857, -0.67124], [3.76578, -4.27448, 0.65941], [1.54216, -2.12714, -0.16035], [2.86930, -1.64704, -1.19326], [1.55460, -1.30972, -3.08082], [1.18289, -0.19795, -1.81102], [-0.58413, -1.75008, -3.44481], [-0.50450, -2.74671, -2.02922], [-3.08654, -2.59162, -1.68265], [-2.59695, -2.04233, -3.22059], [-4.10088, -0.09302, -3.14788], [-4.61758, -0.47071, -1.52638], [-4.78546, -2.24997, -4.03724], [-6.02346, -1.21543, -3.38304], [-6.03598, -3.80378, -2.85960], [-5.08809, -3.38659, -1.46687], [-7.03613, -1.96307, -0.66419], [-7.66723, -1.94066, -2.31547], [-8.98777, -3.45348, -0.88948], [-8.22147, -4.32074, -2.28334], [-8.03451, -5.15122, 0.39529], [-6.57052, -4.19858, 0.12208], [-5.11190, -7.09398, -0.94820], [-5.79005, -6.57742, 0.60833], [-4.79890, -5.47149, -0.35238], [-0.50145, 0.94417, -1.87200], [-2.70129, 1.27963, -3.80096], [-1.76011, -0.15301, -4.04694], [0.21436, 0.97879, -4.07906], [-0.38151, 2.97528, -2.66414], [0.40376, 3.39087, -4.18463], [-1.38239, 3.44014, -4.03216], [-3.22940, 0.74846, -0.64124], [-3.62924, 4.45519, -0.17444], [-0.44756, -1.70453, -0.02569], [-3.90344, -1.69365, 3.52097], [-2.11052, -1.50211, 3.30853], [-3.22101, -0.19025, 2.92806], [-4.62344, -3.14438, 0.74826], [-5.30371, -2.16800, 2.01629], [-5.15151, -1.40698, 0.44885], [4.69734, 6.33632, -4.27729], [3.86002, 5.98321, -3.23286], [3.29072, 4.71936, -3.24443], [3.50088, 3.81922, -4.20930], [4.30926, 4.18184, -5.20509], [4.93012, 5.41861, -5.28677], [5.16221, 7.31408, -4.30402], [3.65179, 6.67185, -2.42524], [2.63029, 4.39873, -2.44559], [4.46092, 3.43316, -5.97548], [5.57812, 5.65485, -6.11988], [0.94307, 0.34516, 5.00144], [0.40823, 1.09566, 6.03563], [1.00335, 1.01064, 7.28567], [2.06054, 0.24414, 7.55211], [2.55957, -0.47125, 6.54417], [2.04366, -0.45657, 5.25738], [0.50773, 0.38546, 4.01087], [-0.45121, 1.73378, 5.87654], [0.62064, 1.58329, 8.12464], [3.41878, -1.08557, 6.79492], [2.49160, -1.05731, 4.47715], [0.85204, 4.95773, 4.88300], [0.53688, 6.26828, 4.56432], [0.57894, 7.21757, 5.57433], [0.90209, 6.94222, 6.83749], [1.20038, 5.67532, 7.12423], [1.19224, 4.65073, 6.18979], [0.83274, 4.18539, 4.12315], [0.26496, 6.54940, 3.55577], [0.34296, 8.25678, 5.37073], [1.45733, 5.48084, 8.16020], [1.44568, 3.64022, 6.47798], [-4.01946, 7.34477, -6.46015], [-3.30802, 6.56573, -7.35779], [-2.78359, 5.36243, -6.91087], [-2.92180, 4.91317, -5.66430], [-3.60732, 5.67715, -4.81588], [-4.17562, 6.89408, -5.15989], [-4.44631, 8.29072, -6.76982], [-3.16264, 6.88249, -8.38166], [-2.22194, 4.71753, -7.57828], [-3.69923, 5.28299, -3.80870], [-4.72445, 7.47201, -4.42860], [4.72082, -3.44527, 8.42536], [4.17954, -2.69116, 9.45214], [4.76877, -2.77278, 10.70455], [5.82516, -3.53918, 10.97709], [6.32908, -4.25856, 9.97423], [5.81888, -4.24772, 8.68481], [4.28955, -3.40943, 7.43201], [3.31966, -2.05456, 9.28603], [4.38213, -2.19867, 11.53952], [7.18622, -4.87332, 10.22779], [6.26953, -4.85102, 7.90833], [7.61962, -2.43939, -3.62517], [7.09193, -1.64272, -2.62233], [7.67852, -1.69368, -1.36664], [8.72025, -2.46873, -1.06667], [9.21230, -3.22847, -2.04433], [8.70365, -3.25052, -3.33434], [7.19130, -2.42829, -4.61979], [6.24466, -0.99606, -2.80905], [7.30224, -1.08622, -0.55006], [10.05823, -3.84955, -1.76969], [9.14531, -3.88686, -4.08917]], "forces_ev_per_angstrom": [[-0.10, 0.37, 0.60], [0.58, -0.92, 0.40], [0.47, 0.73, 0.13], [0.61, 0.50, 2.71], [-1.21, -0.78, -3.49], [0.21, 0.60, -0.06], [0.89, -0.65, -0.43], [0.22, -0.03, 1.14], [0.32, -0.02, -1.01], [-0.75, 0.59, -0.01], [-0.66, -0.82, -0.80], [-0.08, 0.88, 0.95], [-0.77, -0.10, -0.94], [-0.32, -0.51, -0.67], [0.95, -0.31, 1.07], [0.22, 0.72, -0.11], [-0.16, 0.08, 0.00], [0.50, -0.19, 0.37], [-0.92, 0.60, 0.05], [0.56, -0.98, -0.23], [-0.18, 0.26, -0.06], [-0.22, 0.01, 0.76], [-0.63, 0.22, 1.10], [0.41, 0.83, -1.54], [-0.91, -0.84, 0.07], [0.54, -0.13, 0.55], [-0.59, -1.19, 0.27], [3.70, 0.75, 0.45], [0.25, -0.15, -1.39], [-2.30, -0.06, 0.48], [0.85, -1.40, 0.12], [-1.48, 1.98, -1.29], [-0.98, -1.02, 1.18], [0.40, 1.05, -0.86], [0.44, -0.79, 1.02], [0.10, -0.03, -0.22], [-0.05, 0.04, -0.29], [-0.15, -0.24, -0.03], [-0.41, 0.10, 0.10], [-0.09, 0.31, -0.06], [0.08, -0.26, -0.06], [-0.05, -0.08, 0.26], [-0.21, 0.11, -0.03], [-0.50, -0.09, 0.16], [-0.19, 0.19, 0.07], [0.08, 0.04, -0.19], [0.35, 0.19, 0.39], [0.19, 0.19, 0.06], [0.50, 0.12, 0.30], [0.16, -0.23, 0.12], [0.20, -0.14, 0.21], [0.02, -0.17, -0.17], [0.18, -0.03, 0.12], [0.08, 0.22, 0.03], [-0.01, -0.09, -0.01], [0.20, 0.20, 0.14], [-0.12, -0.07, -0.29], [-0.25, 0.22, -0.02], [0.02, -0.22, -0.22], [-0.17, -0.09, 0.24], [-0.28, 0.01, -0.12], [-0.07, -0.02, -0.13], [-0.21, 0.05, -0.07], [-0.02, -0.26, 0.24], [0.21, 0.33, 0.12], [-0.24, 0.08, 0.08], [-0.01, 0.12, -0.01], [0.09, 0.05, -0.17], [-0.08, -0.25, -0.24], [0.18, 0.12, -0.22], [0.05, -0.10, -0.45], [0.37, 0.06, 0.20], [0.14, 0.56, 0.28], [0.12, -0.19, -0.05], [-0.11, 0.02, 0.02], [0.06, -0.07, 0.25], [-0.27, 0.23, -0.55], [0.09, 0.11, -0.05], [0.31, -0.21, -0.35], [0.05, 0.12, 0.00], [-0.01, -0.02, 0.01], [-0.06, -0.24, -0.09], [0.05, 0.27, 0.09], [-0.09, -0.20, 0.00], [-0.01, 0.00, 0.01], [-0.01, -0.01, 0.00], [-0.01, -0.03, 0.01], [0.01, 0.06, 0.02], [0.04, 0.05, -0.03], [-0.01, -0.03, -0.01], [-0.07, 0.01, -0.22], [0.05, -0.06, 0.05], [0.04, -0.03, 0.14], [-0.06, -0.02, -0.12], [0.06, -0.02, 0.14], [-0.01, 0.03, 0.10], [0.02, 0.00, 0.03], [0.01, 0.01, 0.02], [-0.05, 0.01, -0.04], [0.02, 0.00, -0.08], [0.01, 0.01, 0.01], [-0.01, -0.10, -0.09], [0.01, 0.00, 0.03], [0.01, 0.09, 0.12], [-0.01, -0.11, -0.11], [-0.01, 0.13, 0.09], [0.00, 0.04, 0.01], [0.00, 0.00, 0.01], [0.00, 0.02, 0.01], [-0.01, -0.02, -0.06], [0.02, -0.06, -0.03], [0.03, 0.02, 0.01], [-0.04, 0.09, -0.03], [-0.02, 0.00, 0.04], [0.07, -0.14, 0.03], [-0.07, 0.13, -0.03], [0.05, -0.13, 0.06], [0.02, -0.01, -0.03], [0.01, -0.01, 0.00], [0.01, -0.02, 0.00], [-0.01, 0.05, -0.04], [-0.04, 0.04, 0.02], [0.01, -0.02, 0.01], [-0.06, 0.00, -0.14], [-0.05, 0.02, -0.02], [0.12, -0.05, 0.14], [-0.07, 0.00, -0.17], [0.04, 0.01, 0.16], [0.00, 0.02, 0.05], [0.00, -0.01, 0.01], [0.03, 0.04, 0.03], [-0.05, 0.02, -0.05], [0.00, -0.01, -0.06], [0.01, -0.01, 0.03], [-0.05, -0.01, -0.11], [-0.01, -0.02, 0.02], [0.06, -0.02, 0.14], [-0.08, -0.01, -0.14], [0.06, 0.00, 0.15], [-0.02, 0.02, 0.02], [0.00, 0.00, 0.02], [0.02, 0.02, 0.02], [-0.05, 0.03, -0.05], [0.00, -0.01, -0.07], [0.01, 0.00, 0.02]], "gap_ev": 8.68, "multiplicity": 1, "energy_ev": -115056.36323, "homo_ev": -8.65}

---

Record 2
{"formula": "C3H2OS3", "method": "ωB97M-V with the def2-TZVPD basis set", "species": ["C", "C", "C", "O", "S", "S", "S", "H", "H"], "coordinates": [[-0.72567, -0.58726, -0.37591], [-0.02219, -0.79674, 0.76675], [-0.65903, 0.55367, -1.13945], [2.51806, 0.37544, 1.45020], [-1.40352, 1.07991, -2.43415], [0.58803, 1.80548, -0.35884], [1.11167, 0.73911, 1.38011], [-1.41944, -1.47376, -0.73578], [0.01209, -1.69586, 1.44707]], "forces_ev_per_angstrom": [[-1.03, -5.34, 2.30], [0.80, 1.33, -0.18], [2.06, 3.84, 0.00], [0.41, -0.37, -0.35], [-0.59, -0.20, -0.67], [-0.92, -1.26, -0.58], [-1.91, -1.12, -0.09], [1.38, 1.99, 0.60], [-0.19, 1.13, -1.02]], "gap_ev": 7.49, "multiplicity": 1, "energy_ev": -37693.93607, "relative_energy_kcal_mol": 56.4, "homo_ev": -9.19}

---

Record 3
{"formula": "C2H6N4O4", "method": "ωB97M-V with the def2-TZVPD basis set", "species": ["C", "C", "N", "N", "N", "N", "O", "O", "O", "O", "H", "H", "H", "H", "H", "H"], "coordinates": [[-0.03348, -0.85327, 0.62543], [0.90986, -0.23282, -0.13267], [-0.41920, -2.12332, 0.77917], [1.64126, -1.01617, -1.10810], [-2.69287, 1.29659, -0.53032], [1.12348, 1.15055, 0.00552], [-2.38491, 0.30915, 0.05917], [-1.98034, 2.35616, -0.32207], [0.40379, 1.79168, 0.74745], [2.07402, 1.67352, -0.61218], [-0.23650, -0.27232, 1.54491], [-1.06651, 2.33102, 0.23595], [-0.35647, -2.81574, 0.06002], [-0.86600, -2.38826, 1.64068], [2.52776, -0.52489, -0.98813], [1.35611, -0.68189, -2.00481]], "forces_ev_per_angstrom": [[-1.59, 0.46, 4.33], [1.29, -0.70, -3.02], [0.27, -0.30, -0.68], [-0.03, 1.78, 2.42], [-0.68, -0.66, -0.29], [1.52, -2.54, -1.82], [0.25, -0.28, 0.34], [1.81, 2.07, 0.63], [-2.89, 1.89, 2.91], [1.44, 0.01, -1.12], [-0.23, -0.12, -0.78], [-1.46, -1.27, -0.80], [0.15, -0.17, -0.29], [-0.09, 0.07, -0.16], [0.69, -0.31, -0.59], [-0.45, 0.07, -1.09]], "gap_ev": [6.81, 6.42], "multiplicity": 3, "energy_ev": -16312.59760, "homo_ev": [-6.51, -9.58]}

---

Record 4
{"formula": "C4H10N4O", "method": "ωB97M-V with the def2-TZVPD basis set", "species": ["C", "N", "C", "N", "C", "N", "N", "C", "O", "H", "H", "H", "H", "H", "H", "H", "H", "H", "H"], "coordinates": [[2.66585, 0.54174, 0.03244], [1.59145, -0.50788, 0.38572], [0.41030, -0.26198, -0.54234], [-0.77144, -1.03560, -0.23830], [-1.86219, -0.29149, 0.06040], [-3.07235, -0.80986, 0.14633], [-1.59773, 1.03718, -0.06595], [-0.30293, 1.36083, -0.27782], [0.25459, 2.37717, -0.30716], [2.81854, 0.71903, -1.04029], [2.23018, 1.49606, 0.40335], [3.50288, -0.00531, 0.61386], [1.34511, -0.48356, 1.40264], [2.22549, -1.42395, 0.25674], [0.72495, -0.22668, -1.63823], [-0.65246, -2.01831, -0.22340], [-3.85829, -0.35903, 0.74300], [-3.15472, -1.78628, 0.17998], [-2.49722, 1.67792, 0.10904]], "forces_ev_per_angstrom": [[0.35, -0.21, 2.28], [1.10, -1.51, -1.63], [-1.19, 2.21, -0.07], [1.10, 1.32, 0.16], [0.56, -0.83, -1.81], [-1.36, 2.41, 2.32], [-4.98, 0.59, 1.57], [1.87, -2.89, -0.23], [0.44, 1.19, -0.13], [0.01, -0.93, 0.25], [1.18, -0.61, 0.25], [-0.47, 2.31, -1.22], [0.16, 0.23, -0.95], [-2.63, 1.72, -0.02], [-0.15, -0.58, 1.56], [-0.82, -1.13, 0.07], [1.76, -0.55, -1.62], [-0.03, -1.69, -0.13], [3.10, -1.04, -0.63]], "gap_ev": 11.04, "multiplicity": 1, "energy_ev": -12299.87876, "relative_energy_kcal_mol": 14.9, "total_charge": 2, "homo_ev": -19.14}

---

Record 5
{"formula": "C3H12N2S2", "method": "ωB97M-V with the def2-TZVPD basis set", "species": ["C", "S", "S", "H", "H", "H", "H", "C", "C", "N", "N", "H", "H", "H", "H", "H", "H", "H", "H"], "coordinates": [[-0.92614, 2.01055, 2.73135], [-0.06334, 0.91554, 3.87836], [-0.28497, -0.95405, 3.01969], [-0.37745, 2.09209, 1.76534], [-0.97141, 3.05359, 3.14122], [-1.96972, 1.75136, 2.50859], [-1.59488, -1.11003, 3.30395], [-0.03759, -0.18200, -1.46840], [1.19705, -1.05724, -1.81238], [1.14273, -2.23770, -0.92666], [0.18483, 1.13693, -2.15317], [-0.95088, -0.68981, -1.81438], [-0.07096, -0.08953, -0.38537], [1.17610, -1.31014, -2.87674], [2.15537, -0.49193, -1.62444], [1.77153, -2.96110, -1.28455], [0.20774, -2.64340, -0.98635], [0.00412, 1.01428, -3.14340], [-0.59211, 1.75258, -1.87269]], "forces_ev_per_angstrom": [[0.12, 1.40, -0.75], [0.18, 2.45, 1.39], [-0.72, -2.22, -1.28], [-0.33, -0.19, 0.51], [0.21, -0.94, -0.15], [0.25, -0.38, 0.21], [0.23, -0.13, 0.03], [1.51, 0.19, -1.14], [-0.10, 0.22, 0.98], [0.26, -0.24, -0.82], [-1.34, -0.06, 0.77], [0.12, 0.05, 0.15], [-0.08, 0.31, 0.02], [-0.01, 0.01, -0.20], [-1.08, -0.43, -0.07], [-0.16, 0.22, 0.25], [0.19, 0.07, 0.22], [0.20, -0.18, -0.14], [0.56, -0.15, 0.02]], "gap_ev": [2.59, 7.63], "multiplicity": 2, "energy_ev": -27955.03463, "total_charge": -1, "homo_ev": [0.72, -4.32]}